1.
Here is a cluster of 15 separate species, C5H40NO14 in total from the Open Molecules 2025 dataset. Energies are from ωB97M-V/def2-TZVPD.

Each line ends with the natural charge from an NBO analysis.
Element x y z (Å)
C: 1.14942 0.17044 -0.67123  -0.7022
C: 0.14826 0.87934 0.20125  -0.4173
C: -1.25509 1.16317 -0.35429  -0.4728
C: -2.14131 1.97713 0.52118  0.1527
C: -2.45016 3.23835 0.29813  -0.3968
N: -2.61167 1.32018 1.78067  -0.7525
H: 1.99953 -0.00771 -0.02060  0.2184
H: 0.76370 -0.77646 -1.07695  0.2073
H: 1.47137 0.52983 -1.65465  0.2063
H: 0.04001 0.22740 1.06012  0.1922
H: 0.53300 1.82014 0.60295  0.1982
H: -1.70804 0.17949 -0.50608  0.2276
H: -1.19200 1.63598 -1.33294  0.2266
H: -3.29591 3.71768 0.78776  0.2020
H: -2.13103 3.76232 -0.58046  0.2288
H: -2.60122 0.28344 1.74908  0.4885
H: -2.16751 1.73371 2.59977  0.4658
H: -3.59777 1.48433 1.65461  0.4268
H: 0.92357 2.86945 3.13876  0.5030
H: 0.18679 3.94710 3.70552  0.4678
O: -0.00645 3.20313 3.11624  -1.0009
H: 0.70113 4.18831 -0.50739  0.4699
H: 0.84269 4.15827 -2.01637  0.4616
O: 0.89904 4.75919 -1.26186  -0.9435
H: 3.77027 -0.09608 2.64024  0.4983
H: 4.56568 0.76133 1.63989  0.4819
O: 4.16957 0.77850 2.51629  -0.9805
H: 2.08828 -1.37558 -4.99119  0.4797
H: 1.52354 -0.10990 -4.08702  0.5105
O: 1.54961 -1.05808 -4.25718  -1.0634
H: -2.93361 -1.56161 0.21360  0.4970
H: -3.02188 -2.05330 1.63995  0.5200
O: -3.08066 -1.23385 1.10977  -1.0115
H: -1.69954 -3.51179 0.19989  0.5029
H: -2.08848 -4.48034 1.31355  0.4696
O: -1.89508 -3.53824 1.16716  -1.0451
H: 3.19518 1.91223 3.52842  0.5164
H: 2.04377 1.65309 4.52245  0.4733
O: 2.38401 2.31698 3.89825  -0.9849
H: 1.91495 -3.47948 -0.62669  0.4752
H: 1.57773 -4.30857 0.66854  0.4641
O: 1.66985 -3.42397 0.30510  -1.0606
H: -1.41947 -1.25407 2.67898  0.4743
H: -0.65097 -0.44521 3.68822  0.4713
O: -1.55700 -0.71725 3.48204  -0.9772
H: -0.36273 -3.68800 -3.73007  0.4631
H: 0.78261 -2.58514 -3.59893  0.5119
O: 0.05277 -3.05119 -3.13057  -1.1131
H: -2.55460 -2.56635 -1.93361  0.4962
H: -1.28282 -3.39053 -1.83163  0.4916
O: -2.19855 -3.37283 -1.50092  -1.0314
H: -1.22307 -1.44537 -3.01401  0.4975
H: -2.43197 -0.81606 -3.79314  0.4682
O: -2.09003 -1.00011 -2.90699  -1.0460
H: 2.44617 -1.98292 1.79169  0.4906
H: 1.10465 -1.82798 2.33485  0.4720
O: 1.96656 -1.38432 2.39159  -1.0080
H: 2.53491 2.39383 -4.94577  0.4683
H: 3.77032 1.84652 -4.16199  0.4767
O: 2.87967 1.63145 -4.45398  -1.0063

Output
Energy relative to the best compared isomer or geometry (same formula, charge and spin) (kJ/mol): 254.2
2S+1: 2
Net charge: 0

---

2.
Here is a cluster of 14 separate species, C36H88FN14O34P3S in total from the Open Molecules 2025 dataset. Energies are from ωB97M-V/def2-TZVPD.

Each line ends with the Löwdin charge.
Element x y z (Å)
C: 7.08744 2.57271 3.04552  -0.1401
C: 6.27667 2.02987 1.71622  -0.2448
C: 6.71442 0.45943 1.37298  -0.2047
C: 6.65312 0.14061 -0.23602  -0.2257
C: 5.15075 -0.23170 -0.80208  -0.2116
C: 4.58872 -1.64256 -0.16731  -0.2225
C: 5.27238 -2.99676 -0.80539  -0.1998
C: 4.19945 -4.27490 -0.82046  -0.2067
C: 3.54411 -4.59802 0.64699  -0.2021
C: 2.15616 -5.52329 0.56765  -0.1929
C: 1.05796 -4.82058 1.56601  -0.2240
C: -0.38460 -5.59334 1.66095  -0.2079
C: -1.30581 -5.09521 0.40075  -0.2045
C: -2.71144 -4.31945 0.87041  -0.1942
C: -3.38232 -3.75568 -0.51798  -0.2150
C: -4.69387 -2.78445 -0.30567  -0.1487
C: -4.31611 -1.30369 0.37365  -0.1607
C: -3.29324 -0.44449 -0.61892  -0.4750
O: -1.90916 -0.90994 -0.30095  -0.2006
C: -0.98554 -0.63499 -1.41105  -0.2520
C: 0.54593 -0.66502 -0.73894  -0.0757
P: -3.74329 -0.52104 -2.46985  0.7327
N: -3.43391 -1.92392 -3.20867  -0.3133
C: -3.26442 1.18509 -0.23886  -0.4172
P: -4.37466 2.24579 -1.38546  0.8915
C: -3.28813 3.52442 -2.32958  -0.2442
O: -5.53500 3.18873 -0.42951  -0.3488
S: -3.74106 1.28554 1.56857  0.8456
O: -2.71758 0.55825 2.48058  -0.3319
O: -3.65473 2.81202 1.96164  -0.3683
O: -5.34086 0.73428 1.69106  -0.2273
C: -5.61666 -0.45217 0.87346  -0.3538
F: -6.40726 -0.10180 -0.36597  -0.0648
P: -6.86693 -1.49141 1.94839  0.8239
O: -7.91160 -2.26423 1.03717  -0.3274
O: -7.62460 -0.35416 3.07139  -0.1926
O: -5.95311 -2.62366 2.96766  -0.2027
H: 7.85767 3.39140 2.71261  0.0323
H: 7.66968 1.70240 3.57144  0.0756
H: 6.29228 3.03280 3.78210  0.0735
H: 5.11846 2.07339 1.95328  0.0986
H: 6.48614 2.73841 0.79891  0.1037
H: 6.00371 -0.21591 2.03282  0.1073
H: 7.81601 0.26368 1.74482  0.0966
H: 7.04889 1.07847 -0.84188  0.1174
H: 7.31907 -0.82976 -0.42729  0.0750
H: 4.43705 0.65093 -0.43898  0.1044
H: 5.12740 -0.22421 -1.99448  0.1172
H: 4.66208 -1.60867 1.01931  0.1081
H: 3.43158 -1.68375 -0.43286  0.0899
H: 6.23075 -3.22494 -0.13813  0.1214
H: 5.60892 -2.73387 -1.91706  0.1131
H: 3.39283 -4.13467 -1.66419  0.1160
H: 4.84974 -5.21978 -1.14551  0.0828
H: 4.33198 -5.22271 1.25248  0.1028
H: 3.29918 -3.64607 1.28643  0.0969
H: 1.79592 -5.67294 -0.53700  0.1138
H: 2.44561 -6.60284 0.98640  0.0954
H: 0.87865 -3.72393 1.19025  0.1009
H: 1.51446 -4.82500 2.66830  0.1254
H: -0.16314 -6.75000 1.49309  0.1028
H: -0.96878 -5.44005 2.66304  0.0830
H: -0.70963 -4.27752 -0.21955  0.1020
H: -1.57432 -5.95194 -0.37474  0.1210
H: -2.46014 -3.41877 1.59790  0.0979
H: -3.36840 -5.15766 1.39264  0.1267
H: -3.77244 -4.71687 -1.10885  0.1336
H: -2.51940 -3.29400 -1.15500  0.0827
H: -5.30024 -2.66077 -1.32530  0.1142
H: -5.42745 -3.41835 0.39115  0.1189
H: -3.64968 -1.58762 1.32292  0.1497
H: -0.99821 -1.50000 -2.20065  0.1242
H: -1.08746 0.44650 -1.87603  0.1075
H: 1.08134 0.38352 -0.80588  0.0827
H: 0.41796 -0.87472 0.42932  0.0905
H: 1.19885 -1.55895 -1.14263  0.0738
H: -2.91755 0.48480 -3.15218  0.0293
H: -5.16993 -0.26591 -2.64199  0.0122
H: -4.32978 -2.30907 -3.58503  -0.0185
H: -2.17188 1.64253 -0.32534  0.1340
H: -3.43480 3.43868 -3.48970  0.0361
H: -2.16875 3.31918 -1.97802  0.0697
H: -3.61660 4.58891 -1.91589  0.0436
H: -5.05760 4.07348 -0.30023  0.0101
H: -6.89343 -0.02966 3.68416  0.0811
H: -5.74552 -2.07949 3.80624  0.0929
C: 10.64328 -0.02764 -1.90462  0.0441
N: 9.60947 -0.68726 -1.06214  -0.4104
O: 9.72426 -0.57760 0.16412  0.0593
O: 8.71184 -1.29642 -1.65566  0.0163
H: 11.36634 0.46785 -1.25326  0.0964
H: 11.12863 -0.80437 -2.49917  0.0994
H: 10.13497 0.70001 -2.54051  0.1029
C: -1.20265 -1.33286 4.14929  0.0194
N: -0.54317 -2.66631 4.17431  -0.3901
O: -1.20248 -3.63147 3.77096  0.0191
O: 0.61782 -2.70644 4.59809  0.0538
H: -2.21479 -1.44668 3.75532  0.0762
H: -1.22776 -0.95833 5.17469  0.0727
H: -0.60820 -0.68336 3.50353  0.0852
C: -3.50038 6.68519 2.46970  0.0566
N: -3.07336 6.36370 1.08120  -0.3918
O: -3.72154 5.50294 0.47467  0.0143
O: -2.09955 6.98463 0.63932  0.0661
H: -4.36368 6.06735 2.72577  0.1023
H: -2.65993 6.46699 3.13181  0.0955
H: -3.76278 7.74474 2.49672  0.1073
C: 0.73048 5.73710 3.20054  0.0390
N: 1.09359 6.58651 4.36685  -0.4267
O: 2.29737 6.72573 4.61271  0.0581
O: 0.15987 7.08961 5.00259  0.0401
H: 1.64593 5.36251 2.73771  0.0990
H: 0.12008 4.91124 3.57164  0.0981
H: 0.17145 6.36081 2.50004  0.0903
C: 4.93048 -8.87606 -1.13367  0.0263
N: 5.29359 -8.02665 0.03264  -0.3969
O: 6.49737 -7.88743 0.27850  0.0458
O: 4.35987 -7.52355 0.66838  0.0272
H: 5.84593 -9.25065 -1.59650  0.0881
H: 4.32008 -9.70192 -0.76256  0.1048
H: 4.37145 -8.25235 -1.83417  0.0928
C: -6.24835 6.64220 -1.84862  0.0413
N: -5.70611 8.02695 -1.89426  -0.4201
O: -4.53159 8.16323 -2.25600  0.0544
O: -6.47492 8.93805 -1.56572  0.0406
H: -5.46697 5.94637 -2.16143  0.0716
H: -6.55400 6.44172 -0.81967  0.1028
H: -7.09929 6.59891 -2.53145  0.1081
C: -5.94835 1.74611 -5.21893  0.0350
N: -5.40611 3.13085 -5.26457  -0.4190
O: -4.23159 3.26714 -5.62631  0.0301
O: -6.17492 4.04195 -4.93604  0.0424
H: -5.16697 1.05028 -5.53174  0.1023
H: -6.25400 1.54563 -4.18998  0.0854
H: -6.79929 1.70281 -5.90176  0.0605
C: -0.50038 -9.05381 4.68689  0.0375
N: -0.07336 -9.37530 3.29839  -0.4233
O: -0.72154 -10.23606 2.69187  0.0487
O: 0.90045 -8.75437 2.85652  0.0388
H: -1.36368 -9.67165 4.94297  0.0946
H: 0.34007 -9.27201 5.34901  0.1006
H: -0.76278 -7.99426 4.71392  0.0988
C: -7.16866 11.43888 -4.31604  0.0353
N: -8.63193 11.29477 -4.54344  -0.4262
O: -9.07646 10.14671 -4.65866  0.0474
O: -9.29301 12.33828 -4.59975  0.0471
H: -6.71584 10.44550 -4.28910  0.0884
H: -6.76286 12.02544 -5.14286  0.1002
H: -7.03245 11.95085 -3.36129  0.1035
C: -9.78406 2.21106 -7.76794  0.0446
N: -9.12458 0.87761 -7.74292  -0.4077
O: -9.78388 -0.08756 -8.14628  0.0748
O: -7.96359 0.83748 -7.31914  0.0235
H: -10.79620 2.09724 -8.16191  0.0983
H: -9.80916 2.58559 -6.74254  0.1042
H: -9.18961 2.86056 -8.41370  0.1045
C: 0.79566 2.25692 6.66179  0.0477
N: -0.09528 1.23469 6.04948  -0.3965
O: -0.09610 1.15055 4.81586  0.0458
O: -0.76860 0.54553 6.82460  0.0533
H: 1.32495 2.78610 5.86655  0.0931
H: 0.16620 2.94473 7.23017  0.1040
H: 1.49978 1.73346 7.31174  0.1058
C: 11.16835 5.11705 1.99310  0.0399
N: 9.88129 4.47380 1.61450  -0.4211
O: 8.84306 5.10146 1.85332  0.0403
O: 9.94961 3.35694 1.08815  0.0484
H: 10.95826 6.08974 2.44291  0.0968
H: 11.66677 4.46050 2.70926  0.1027
H: 11.75926 5.23288 1.08226  0.1003
C: 7.94674 -6.17690 -2.96924  0.0481
N: 6.48347 -6.32100 -3.19664  -0.3962
O: 6.03894 -7.46906 -3.31186  0.0268
O: 5.82239 -5.27750 -3.25296  0.0451
H: 8.39957 -7.17028 -2.94231  0.0978
H: 8.35254 -5.59034 -3.79606  0.1013
H: 8.08295 -5.66492 -2.01449  0.1046

Output
Total energy (eV): -170604.2978
Net charge: 0

---

3.
Here is an isolated molecule of C23H27N3O4 from the Open Molecules 2025 dataset. Energies are from ωB97M-V/def2-TZVPD.

Each line ends with the natural charge from an NBO analysis.
Element x y z (Å)
C: 2.43475 -5.68400 3.71402  -0.2532
H: 2.85707 -6.42610 4.38946  0.2032
O: 3.26552 -4.55373 3.82329  -0.4867
C: 2.97393 -3.45431 3.08043  0.2993
C: 1.89786 -3.33929 2.20729  -0.2549
C: 1.68907 -2.16030 1.51296  -0.2153
C: 2.54235 -1.06625 1.66209  -0.1249
C: 3.64548 -1.21251 2.51301  -0.1530
C: 3.85196 -2.37419 3.21674  -0.2498
H: 4.69433 -2.48278 3.88129  0.2279
H: 4.33200 -0.38714 2.62639  0.2191
C: 2.35589 0.19685 0.97030  -0.1620
C: 1.19620 0.81343 0.66614  0.0554
N: -0.00866 0.25544 1.13500  -0.6131
C: -1.27362 0.18746 0.65432  0.6678
O: -1.67845 0.76287 -0.34744  -0.6410
C: -2.17276 -0.69925 1.44400  -0.0881
C: -3.22514 -1.30938 0.76559  -0.1757
C: -4.09205 -2.15396 1.43242  -0.2120
C: -3.92552 -2.38556 2.78789  -0.1915
C: -2.89540 -1.76312 3.47447  -0.2136
C: -2.01881 -0.92466 2.80993  -0.2081
H: -1.24140 -0.42503 3.37143  0.2138
H: -2.77606 -1.92817 4.53504  0.2180
H: -4.60306 -3.04238 3.31272  0.2170
H: -4.90004 -2.62852 0.89637  0.2192
H: -3.34386 -1.10980 -0.28873  0.2364
H: 0.17692 -0.38108 1.90307  0.4165
C: 1.31636 2.14489 -0.02194  0.6417
O: 2.40990 2.68436 -0.10460  -0.6456
N: 0.18689 2.69759 -0.48744  -0.6230
C: 0.22095 3.94005 -1.21944  -0.2492
H: -0.77855 4.37711 -1.19527  0.1981
H: 0.92138 4.60796 -0.70993  0.2226
C: 0.71202 3.78533 -2.67717  -0.2120
N: -0.12711 3.06677 -3.60327  -0.4540
C: -0.20675 1.62820 -3.43406  -0.2584
H: 0.79599 1.22836 -3.27152  0.2052
C: -0.79901 1.04368 -4.71900  -0.0694
H: -0.92536 -0.03706 -4.63421  0.1879
O: -2.08158 1.57010 -4.97440  -0.5250
C: -2.03489 2.97413 -5.07188  -0.0684
C: -1.45706 3.60535 -3.80203  -0.2524
H: -1.39328 4.68834 -3.92651  0.2023
H: -2.13085 3.37638 -2.95820  0.1678
H: -3.06244 3.30268 -5.23869  0.1883
H: -1.41117 3.26666 -5.93050  0.1635
H: -0.12944 1.27179 -5.56234  0.1627
H: -0.85521 1.33612 -2.59355  0.1873
H: 1.68456 3.28833 -2.65294  0.2134
H: 0.85302 4.79198 -3.08366  0.1941
H: -0.65325 2.12464 -0.55209  0.4336
H: 3.25376 0.73988 0.70740  0.2514
H: 0.87637 -2.12340 0.80167  0.2186
H: 1.21694 -4.16134 2.05102  0.2142
H: 2.43163 -6.08362 2.69489  0.1778
H: 1.40769 -5.45980 4.02018  0.1764

Output
Energy relative to the best compared isomer or geometry (same formula, charge and spin) (kJ/mol): 196.4
SMILES: COc1ccc(/C=C(\NC(=O)c2ccccc2)C(=O)NCCN2CCOCC2)cc1
Net charge: 0

---

Look up the net charge of the second one. 0

---

What is the formula in the second record? C36H88FN14O34P3S

---

Look up the net charge of the third one. 0